Entry 1:
13
Properties=species:S:1:pos:R:3 method="wB97M-V/def2-TZVPD" lumo_ha=-0.167 e_tot_ev=-14074.883 total_charge=+1 e_above_lowest_kj_mol=62.6
Si 2.259 -0.016 -0.062
N -2.200 -0.509 -0.184
N -0.110 -0.093 0.237
C -0.997 -1.046 0.051
C -2.071 0.848 -0.165
C -0.758 1.095 0.094
H -0.251 2.031 0.195
H 2.375 1.147 -0.928
H -2.888 1.516 -0.342
H -3.057 -1.016 -0.353
H -0.803 -2.097 0.109
H 2.351 -1.330 -0.671
H 2.517 0.138 1.360

---

Entry 2:
85
Properties=species:S:1:pos:R:3 method="wB97M-V/def2-TZVPD" lumo_ha="-0.324 / -0.325" e_tot_ev=-90993.292 multiplicity=2 total_charge=+2 e_above_lowest_kj_mol=322.8
Ir 0.085 -0.345 0.288
Sb -0.293 0.342 2.990
S -2.718 0.219 0.292
S -4.351 0.426 -1.846
P -0.222 -2.463 -0.791
F -6.258 -1.256 3.688
F 0.145 -0.577 9.092
F -0.001 6.504 2.379
O -4.590 -1.597 -0.127
N 2.390 -0.051 0.015
C 0.170 0.924 7.301
C 0.259 -3.959 0.108
C 0.776 -3.858 1.399
C -1.947 -2.796 -1.251
C -5.690 -2.156 -0.885
C 0.091 -5.214 -0.477
C -4.972 -0.920 3.577
C -4.088 -1.832 3.033
C -2.769 -1.443 2.854
C 0.681 4.266 -0.983
C 0.143 1.136 5.930
C 0.946 -6.250 1.519
C 2.784 -0.110 -1.405
C 0.072 -1.470 6.934
C 1.685 3.522 -0.377
C 0.048 -1.256 5.567
C 3.190 -0.998 0.801
C 1.123 -5.003 2.101
C -4.569 0.334 4.008
C 0.893 3.138 3.266
C -1.317 3.159 2.299
C 0.980 4.513 3.116
C 1.492 2.177 -0.105
C 0.276 1.575 -0.418
C -0.090 5.186 2.555
C -0.515 3.657 -1.339
C 0.430 -6.355 0.233
C -0.717 2.311 -1.062
C 0.079 0.045 5.072
C -0.257 2.458 2.865
C -1.243 4.535 2.155
C -2.347 -0.166 3.239
C 0.131 -0.374 7.778
C 2.543 1.328 0.510
C -3.244 0.706 3.849
C 0.583 -2.608 -2.422
C -4.025 -0.509 -0.542
H 1.644 -2.824 -2.318
H -2.018 -3.790 -1.694
H -2.272 -2.054 -1.983
H 0.455 -1.673 -2.967
H 0.839 5.316 -1.195
H -1.296 4.222 -1.831
H 4.254 -0.751 0.729
H 2.628 3.992 -0.121
H 0.904 -2.877 1.846
H -6.627 -1.733 -0.531
H 2.185 0.582 -1.991
H 1.531 -4.927 3.100
H 2.650 -1.117 -1.786
H -2.590 -2.756 -0.376
H 3.837 0.166 -1.516
H -4.429 -2.820 2.756
H -1.653 1.855 -1.342
H -2.065 5.108 1.747
H 0.044 -2.467 7.352
H 1.856 5.066 3.428
H 3.541 1.716 0.281
H 1.724 2.604 3.715
H 0.116 -3.414 -2.987
H -5.670 -3.225 -0.700
H 2.895 -0.963 1.849
H -5.290 1.000 4.465
H 0.216 1.750 7.998
H -2.915 1.679 4.194
H -2.210 2.638 1.971
H -0.300 -5.311 -1.482
H 3.044 -2.007 0.421
H -0.009 -2.104 4.894
H 0.289 -7.327 -0.220
H 2.432 1.316 1.599
H -2.066 -2.135 2.401
H 1.207 -7.144 2.068
H -5.570 -1.953 -1.948
H 0.156 2.149 5.552

---

Entry 3:
162
Properties=species:S:1:pos:R:3 method="wB97M-V/def2-TZVPD" lumo_ha=0.005 e_tot_ev=-83301.806
O 16.924 16.766 17.601
O 9.860 11.135 11.403
O 9.179 18.136 11.716
O 8.458 14.801 13.028
O 9.081 15.713 18.342
O 10.502 14.633 14.997
O 11.805 8.882 18.598
O 6.738 12.786 16.420
O 8.568 12.817 18.925
O 11.594 17.305 20.299
O 14.566 10.194 14.091
O 11.199 10.722 20.445
O 12.928 10.273 16.225
O 8.516 10.562 15.680
O 13.473 14.661 15.603
O 11.976 14.249 9.385
O 11.061 19.653 15.547
O 13.123 11.745 18.618
N 9.316 18.255 21.272
N 15.235 18.918 17.479
N 12.162 17.048 15.643
N 6.867 9.138 10.348
N 15.510 13.669 8.438
C 15.925 18.540 16.295
C 10.984 18.307 19.447
C 9.523 11.799 18.993
C 15.973 15.821 17.116
C 14.794 12.381 13.303
C 7.360 10.939 15.026
C 15.467 11.146 18.580
C 16.357 19.722 15.427
C 14.422 14.400 9.185
C 8.649 10.756 10.794
C 9.411 16.730 11.915
C 10.244 11.802 20.372
C 12.428 8.939 16.396
C 12.472 13.733 16.003
C 8.111 9.342 11.138
C 12.534 16.509 19.636
C 14.103 11.022 13.071
C 11.482 18.986 14.364
C 8.218 16.133 12.701
C 9.945 20.520 15.421
C 14.401 12.267 18.654
C 9.783 11.181 12.801
C 11.254 8.990 17.271
C 9.150 8.235 10.726
C 17.170 17.768 16.632
C 10.067 19.142 20.383
C 10.868 20.162 21.113
C 7.626 17.304 17.220
C 11.804 13.959 10.778
C 12.624 18.064 14.681
C 14.362 15.847 8.728
C 7.161 12.412 15.112
C 8.320 15.965 17.160
C 13.060 17.433 13.364
C 11.457 13.463 14.954
C 13.116 13.672 8.840
H 10.640 9.858 17.157
H 6.835 17.336 17.976
H 9.825 21.120 16.325
H 15.720 19.750 17.861
H 11.889 13.442 13.939
H 13.332 17.132 19.198
H 10.062 8.388 11.297
H 17.046 20.358 16.009
H 7.400 12.457 17.058
H 6.481 10.502 15.509
H 16.128 15.420 16.093
H 12.001 15.969 18.872
H 7.314 16.333 12.111
H 12.869 12.734 16.265
H 14.598 13.010 17.844
H 7.585 15.140 17.092
H 16.431 14.142 8.581
H 10.769 14.105 11.108
H 6.229 9.919 10.588
H 11.737 18.929 18.943
H 11.239 9.217 19.304
H 8.277 18.152 17.403
H 11.313 16.512 15.418
H 13.089 15.538 15.804
H 11.893 12.895 10.993
H 8.488 9.628 15.907
H 15.345 10.509 19.475
H 13.116 13.551 7.748
H 11.934 13.993 16.927
H 16.466 11.577 18.557
H 12.019 17.453 16.565
H 8.718 10.819 9.703
H 15.909 12.307 13.281
H 17.958 18.429 16.987
H 9.918 18.587 11.299
H 14.536 12.830 19.581
H 15.489 10.356 14.307
H 12.434 14.654 11.394
H 13.153 11.111 17.875
H 16.845 19.434 14.492
H 13.936 16.787 13.472
H 8.116 12.931 14.904
H 10.209 11.826 18.124
H 9.903 14.506 14.250
H 13.215 12.643 9.228
H 9.519 11.706 21.200
H 9.110 14.755 18.497
H 8.951 11.755 13.119
H 10.935 12.520 15.169
H 7.955 14.208 12.463
H 17.584 17.318 15.712
H 15.247 16.374 9.084
H 13.496 16.377 9.146
H 9.410 19.822 19.842
H 8.631 17.779 20.690
H 9.880 17.504 21.617
H 15.558 12.722 8.792
H 14.564 12.965 12.413
H 7.857 11.454 11.110
H 15.486 20.329 15.263
H 12.281 16.742 13.089
H 11.924 10.962 19.816
H 7.789 9.223 12.164
H 10.670 18.370 13.955
H 13.243 8.314 16.817
H 9.013 10.809 18.907
H 10.640 8.122 17.220
H 8.005 12.688 19.690
H 13.572 10.247 15.509
H 9.782 10.183 13.289
H 11.578 19.843 21.869
H 9.089 19.906 15.157
H 14.412 10.612 12.107
H 13.009 11.019 13.163
H 7.367 10.692 13.957
H 12.186 8.500 15.427
H 14.748 14.414 10.239
H 15.329 17.942 15.609
H 10.772 12.719 20.611
H 10.324 16.592 12.497
H 9.438 16.178 10.954
H 13.190 18.192 12.628
H 15.312 10.569 17.664
H 14.254 15.956 7.641
H 10.664 11.667 13.223
H 11.449 20.816 20.442
H 8.072 16.694 13.600
H 6.375 12.632 14.392
H 8.764 7.260 11.051
H 13.455 18.623 15.171
H 10.156 20.830 21.647
H 7.151 9.133 9.390
H 15.368 18.190 18.184
H 9.275 8.353 9.675
H 10.401 17.798 18.667
H 7.136 17.490 16.256
H 11.708 19.677 13.517
H 10.122 21.198 14.572
H 8.998 15.943 16.305
H 14.942 16.163 17.196
H 12.846 15.752 20.344
H 16.085 15.008 17.841
H 14.474 12.979 14.144

---

| no. | strongest force on any atom (hartree/bohr) |
| --- | --- |
| 1 | 0.0583 |
| 2 | 0.0404 |
| 3 | 0.0547 |